Record 1
{
  "formula": "C31H35ClN2PdSi2",
  "method": "the ωB97M-V functional and the def2-TZVPD basis",
  "e_above_lowest_ev": 4.4269,
  "e_lumo_ev": [-6.65, -8.83],
  "orbital_gap_ev": [7.0, 5.1],
  "spin_multiplicity": 5,
  "total_charge": 2,
  "symbols": ["C", "C", "C", "H", "C", "C", "H", "H", "H", "H", "Pd", "Si", "C", "C", "H", "C", "H", "C", "H", "C", "H", "C", "H", "C", "C", "H", "C", "H", "C", "H", "C", "H", "C", "H", "H", "Si", "C", "C", "H", "C", "H", "C", "H", "C", "H", "C", "H", "C", "C", "H", "C", "H", "C", "H", "C", "H", "C", "H", "H", "Cl", "N", "C", "C", "N", "H", "H", "H", "H", "H", "H", "H", "H"],
  "positions_angstrom": [[0.311, 1.346, 1.513], [-0.180, 2.586, 0.981], [-1.224, 3.057, 1.852], [0.197, 3.090, 0.093], [-1.389, 2.090, 2.902], [-0.450, 1.035, 2.681], [-0.293, 0.166, 3.321], [1.136, 0.761, 1.107], [-1.789, 3.978, 1.734], [-2.093, 2.163, 3.733], [-2.061, 1.219, 0.855], [-3.119, -0.325, -3.794], [-2.348, 1.202, -4.798], [-2.974, 1.745, -5.918], [-3.897, 1.300, -6.319], [-2.440, 2.898, -6.521], [-2.953, 3.347, -7.369], [-1.278, 3.497, -6.004], [-0.889, 4.409, -6.460], [-0.628, 2.906, -4.917], [0.273, 3.357, -4.496], [-1.148, 1.744, -4.330], [-0.636, 1.282, -3.472], [-3.536, 0.736, -2.171], [-2.873, 1.851, -1.668], [-2.093, 2.356, -2.245], [-3.340, 2.555, -0.475], [-2.960, 3.548, -0.230], [-4.060, 1.765, 0.571], [-4.420, 2.253, 1.481], [-4.736, 0.617, 0.020], [-5.349, -0.014, 0.660], [-4.741, 0.435, -1.390], [-5.496, -0.209, -1.850], [-1.786, -0.975, -3.884], [-5.098, 2.314, -0.991], [-6.884, 2.707, -0.382], [-7.444, 3.982, -0.553], [-6.818, 4.799, -0.925], [-8.803, 4.206, -0.305], [-9.235, 5.194, -0.456], [-9.611, 3.150, 0.141], [-10.671, 3.310, 0.324], [-9.059, 1.885, 0.339], [-9.668, 1.050, 0.687], [-7.697, 1.666, 0.084], [-7.271, 0.670, 0.226], [-5.275, 3.331, -2.683], [-4.558, 4.513, -2.862], [-4.015, 4.960, -2.024], [-4.534, 5.155, -4.113], [-3.960, 6.076, -4.253], [-5.252, 4.613, -5.188], [-5.234, 5.105, -6.168], [-6.007, 3.450, -5.000], [-6.585, 3.027, -5.825], [-6.030, 2.822, -3.742], [-6.651, 1.932, -3.601], [-3.966, -0.610, -4.898], [-3.875, -2.239, -2.877], [-1.806, -0.763, -0.022], [-0.499, -1.470, -0.165], [0.129, -1.176, -1.517], [0.307, 0.239, -1.819], [-2.429, -1.295, 0.594], [-2.293, -0.715, -0.915], [0.152, -1.147, 0.652], [-0.659, -2.556, -0.090], [1.090, -1.714, -1.551], [-0.511, -1.596, -2.301], [0.401, 0.805, -0.973], [1.140, 0.368, -2.390]],
  "mulliken_spin": [0.19, 0.24, 0.13, 0.02, 0.18, 0.22, 0.01, 0.01, 0.02, 0.00, 0.83, 0.10, 0.31, 0.03, 0.00, 0.01, 0.00, 0.06, 0.00, 0.01, 0.00, 0.08, 0.03, 0.25, 0.22, -0.05, 0.06, -0.04, 0.06, -0.03, 0.16, -0.02, 0.15, -0.02, 0.13, 0.14, 0.02, -0.01, 0.00, 0.00, 0.00, 0.00, 0.00, 0.00, 0.00, 0.00, 0.00, 0.08, 0.01, 0.00, 0.01, 0.00, -0.01, 0.00, 0.01, 0.00, 0.02, 0.00, 0.08, 0.13, 0.11, 0.00, 0.01, 0.01, -0.01, 0.01, 0.00, 0.00, 0.00, 0.00, 0.00, 0.00]
}

Record 2
{
  "formula": "C31H35ClNNaOP2S",
  "method": "the ωB97M-V functional and the def2-TZVPD basis",
  "e_above_lowest_ev": 0.0000,
  "e_lumo_ev": 0.17,
  "orbital_gap_ev": 8.3,
  "symbols": ["Na", "C", "S", "C", "C", "C", "N", "P", "C", "C", "C", "C", "C", "C", "C", "C", "C", "C", "C", "C", "P", "C", "C", "C", "C", "C", "C", "C", "C", "C", "C", "C", "C", "H", "H", "H", "H", "H", "H", "H", "H", "H", "H", "H", "H", "H", "H", "H", "H", "H", "H", "H", "H", "H", "H", "H", "H", "H", "H", "H", "H", "H", "Cl", "C", "C", "C", "O", "H", "H", "H", "H", "H", "H"],
  "positions_angstrom": [[0.257, -0.391, 0.830], [-1.614, 7.773, 0.979], [-3.147, 6.945, 1.430], [-2.480, 5.295, 1.714], [-2.109, 4.558, 0.433], [-1.395, 3.256, 0.749], [-1.114, 2.395, -0.465], [-2.090, 0.918, -0.256], [-3.770, 1.636, -0.030], [-4.450, 1.354, 1.151], [-5.731, 1.857, 1.374], [-6.335, 2.649, 0.411], [-5.661, 2.938, -0.775], [-4.391, 2.432, -0.995], [-2.291, 0.259, -1.956], [-2.041, 0.973, -3.119], [-2.276, 0.405, -4.369], [-2.784, -0.883, -4.459], [-3.049, -1.605, -3.295], [-2.793, -1.040, -2.054], [0.653, 2.141, -0.418], [1.241, 3.865, -0.578], [2.407, 4.205, 0.104], [2.954, 5.478, -0.020], [2.327, 6.425, -0.817], [1.152, 6.099, -1.489], [0.614, 4.825, -1.370], [1.209, 1.456, -2.031], [1.025, 2.057, -3.280], [1.598, 1.520, -4.418], [2.394, 0.378, -4.325], [2.613, -0.213, -3.093], [2.019, 0.323, -1.952], [-1.847, 8.826, 0.826], [-1.185, 7.378, 0.058], [-0.879, 7.695, 1.783], [-3.248, 4.749, 2.267], [-1.616, 5.386, 2.380], [-1.461, 5.189, -0.176], [-3.012, 4.366, -0.145], [-1.982, 2.694, 1.482], [-0.460, 3.475, 1.269], [-3.975, 0.738, 1.907], [-6.250, 1.628, 2.297], [-7.330, 3.042, 0.579], [-6.134, 3.557, -1.528], [-3.875, 2.659, -1.922], [-1.666, 1.987, -3.051], [-2.066, 0.974, -5.267], [-2.973, -1.325, -5.431], [-3.451, -2.609, -3.358], [-2.979, -1.617, -1.151], [2.893, 3.469, 0.736], [3.864, 5.729, 0.513], [2.748, 7.419, -0.912], [0.656, 6.837, -2.108], [-0.313, 4.578, -1.878], [0.437, 2.964, -3.366], [1.441, 1.998, -5.378], [2.852, -0.037, -5.216], [3.246, -1.088, -3.009], [2.214, -0.146, -0.993], [1.621, -1.750, 2.164], [-0.375, -3.842, 0.075], [0.083, -2.849, -0.957], [0.791, -3.340, -2.188], [-0.088, -1.656, -0.790], [-0.242, -4.873, -0.248], [-1.427, -3.655, 0.308], [0.200, -3.646, 0.988], [0.322, -4.245, -2.577], [1.816, -3.606, -1.903], [0.822, -2.558, -2.943]],
  "nbo_charge": [0.85, -0.75, 0.21, -0.53, -0.43, -0.24, -1.04, 0.99, -0.38, -0.19, -0.22, -0.20, -0.22, -0.14, -0.38, -0.21, -0.20, -0.21, -0.23, -0.13, 0.97, -0.35, -0.19, -0.21, -0.20, -0.21, -0.22, -0.29, -0.21, -0.21, -0.19, -0.22, -0.19, 0.23, 0.21, 0.21, 0.23, 0.21, 0.21, 0.22, 0.20, 0.21, 0.22, 0.22, 0.22, 0.22, 0.21, 0.22, 0.21, 0.22, 0.21, 0.21, 0.23, 0.22, 0.22, 0.22, 0.22, 0.21, 0.21, 0.22, 0.22, 0.23, -0.93, -0.75, 0.66, -0.73, -0.65, 0.22, 0.24, 0.30, 0.23, 0.25, 0.24]
}

Record 3
{
  "formula": "C31H35I2MnN8O3",
  "method": "the ωB97M-V functional and the def2-TZVPD basis",
  "e_lumo_ev": [-2.01, -2.01],
  "orbital_gap_ev": [7.3, 7.3],
  "spin_multiplicity": 2,
  "total_charge": 1,
  "symbols": ["Mn", "I", "C", "C", "C", "I", "C", "O", "C", "C", "N", "C", "C", "C", "C", "C", "C", "N", "C", "H", "H", "H", "H", "H", "H", "H", "H", "H", "H", "H", "N", "C", "C", "C", "C", "C", "N", "C", "C", "C", "C", "C", "N", "H", "H", "H", "H", "H", "H", "H", "H", "H", "N", "C", "C", "O", "O", "H", "H", "H", "H", "H", "N", "C", "N", "C", "C", "C", "C", "C", "H", "H", "H", "H", "H", "H", "H", "H", "H", "H"],
  "positions_angstrom": [[0.365, 0.156, -0.279], [-2.442, 6.615, 0.099], [-2.248, 4.607, -0.444], [-1.948, 4.266, -1.752], [-1.705, 2.934, -2.067], [-1.455, 2.421, -4.076], [-1.699, 1.906, -1.095], [-1.304, 0.678, -1.342], [-2.207, 2.285, 0.170], [-2.620, 1.179, 1.088], [-1.529, 0.247, 1.412], [-2.035, -1.107, 1.585], [-0.899, -2.027, 1.875], [-0.899, -2.893, 2.955], [0.156, -3.780, 3.104], [1.166, -3.770, 2.156], [1.103, -2.839, 1.135], [0.104, -1.968, 0.995], [-2.439, 3.610, 0.500], [-1.920, 5.021, -2.527], [-3.392, 0.605, 0.573], [-3.069, 1.591, 1.995], [-1.122, 0.540, 2.289], [-2.476, -1.406, 0.632], [-2.803, -1.184, 2.359], [-1.722, -2.882, 3.657], [0.180, -4.474, 3.934], [1.989, -4.471, 2.203], [1.884, -2.789, 0.388], [-2.800, 3.860, 1.493], [1.352, 3.604, -0.868], [0.965, 3.371, 0.429], [0.737, 4.513, 1.219], [0.507, 4.372, 2.558], [0.505, 3.084, 3.101], [0.660, 2.030, 2.240], [0.868, 2.139, 0.910], [1.624, 2.780, -1.947], [2.269, 3.389, -3.032], [2.492, 2.665, -4.175], [2.007, 1.364, -4.238], [1.378, 0.855, -3.130], [1.238, 1.510, -1.961], [1.494, 4.578, -1.070], [0.736, 5.493, 0.755], [0.340, 5.243, 3.180], [0.370, 2.910, 4.160], [0.637, 1.020, 2.619], [2.572, 4.427, -2.961], [3.007, 3.114, -5.015], [2.084, 0.774, -5.143], [0.927, -0.119, -3.168], [4.729, -0.094, 3.586], [4.684, -0.157, 2.128], [3.236, -0.183, 1.652], [2.920, 0.108, 0.521], [2.374, -0.561, 2.587], [5.556, -0.534, 3.962], [2.912, -0.656, 3.407], [4.710, 0.862, 3.916], [5.126, -1.100, 1.806], [5.200, 0.651, 1.613], [1.411, -1.380, -1.406], [2.288, -1.761, -2.056], [3.278, -2.193, -2.791], [3.097, -2.597, -4.196], [3.473, -4.063, -4.359], [4.883, -4.323, -3.822], [4.996, -3.876, -2.361], [4.623, -2.406, -2.232], [3.751, -1.971, -4.808], [2.066, -2.409, -4.490], [3.406, -4.329, -5.415], [2.752, -4.680, -3.814], [5.613, -3.774, -4.428], [5.123, -5.383, -3.906], [6.011, -4.023, -1.986], [4.319, -4.474, -1.743], [5.323, -1.791, -2.804], [4.634, -2.062, -1.200]],
  "mulliken_spin": [0.97, 0.00, 0.00, 0.00, 0.00, 0.00, 0.00, 0.00, 0.00, 0.00, 0.01, 0.00, 0.01, 0.00, 0.00, 0.00, 0.00, 0.01, 0.00, 0.00, 0.00, 0.00, 0.00, 0.00, 0.00, 0.00, 0.00, 0.00, 0.00, 0.00, 0.00, -0.01, 0.00, 0.00, 0.00, 0.00, 0.00, 0.01, 0.00, 0.00, 0.00, 0.00, -0.02, 0.00, 0.00, 0.00, 0.00, 0.00, 0.00, 0.00, 0.00, 0.00, 0.00, 0.00, 0.00, 0.00, 0.00, 0.00, 0.00, 0.00, 0.00, 0.00, 0.00, 0.00, 0.00, 0.00, 0.00, 0.00, 0.00, 0.00, 0.00, 0.00, 0.00, 0.00, 0.00, 0.00, 0.00, 0.00, 0.00, 0.00]
}

Number 1 is which compound? C31H35ClN2PdSi2